No. 1
DFT (ωB97M-V/def2-TZVPD) results for the molecule C6H7N.

Computed properties:
gap between HOMO and LUMO = 9.12 eV
energy relative to the best compared isomer or geometry (same formula, charge and spin) = 5.600 eV

Atoms and positions in Å:
1 C -1.3349 -1.6489 -0.2327
2 C -1.2245 -0.3694 0.0929
3 C -0.0216 -1.2513 0.0275
4 C 1.9773 0.7288 -0.3424
5 C 2.3375 -0.2378 0.4540
6 C -1.8286 0.9626 0.1038
7 N 1.1935 -1.5364 0.1255
8 H -2.0259 -2.4185 -0.6179
9 H 2.5474 1.6313 -0.3792
10 H 1.0855 0.7488 -0.7992
11 H 3.1247 -0.4990 1.1077
12 H -2.7810 0.7835 0.3969
13 H -1.6550 1.5186 -0.8800
14 H -1.3943 1.5877 0.9431

No. 2
DFT (ωB97M-V/def2-TZVPD) results for a cluster of 2 separate species, H3S3 in total.

Computed properties:
total charge = -1
gap between HOMO and LUMO = 6.54 eV
energy relative to the best compared isomer or geometry (same formula, charge and spin) = 0.073 eV

Atoms and positions in Å:
1 S -1.2200 0.8204 1.4073
2 H -1.0993 -0.5076 1.2272
3 S 1.6723 -0.5269 -0.9915
4 S -1.0883 1.4233 -0.5905
5 H 1.2715 -1.5106 -0.2146
6 H 0.4639 0.3013 -0.8379

No. 3
DFT (ωB97M-V/def2-TZVPD) results for a cluster of 2 separate species, CH2BrN in total.

Computed properties:
gap between HOMO and LUMO (spin up / spin down) = 9.50 / 7.22 eV
energy relative to the best compared isomer or geometry (same formula, charge and spin) = 6.829 eV

Atoms and positions in Å:
1 C 0.5070 -1.3280 -0.3187
2 N -0.7424 0.8337 0.7724
3 Br 2.1079 -0.8793 -0.9828
4 H -0.3783 1.2287 -0.3219
5 H -1.4942 0.1450 0.8511

No. 4
DFT (ωB97M-V/def2-TZVPD) results for a cluster of 2 separate species, C2H5NO3 in total.

Computed properties:
2S+1 = 2
⟨S²⟩ = 0.76
total charge = +1
gap between HOMO and LUMO (spin up / spin down) = 9.63 / 6.56 eV
energy relative to the best compared isomer or geometry (same formula, charge and spin) = 0.084 eV

Atoms and positions in Å:
1 O -0.0367 1.5272 -0.0756
2 C -1.1180 1.0161 0.1071
3 N -1.3631 -0.2364 -0.3175
4 C -0.2817 -0.8318 -0.8519
5 O 0.6953 -0.1891 -1.1386
6 H -1.9540 1.5697 0.4897
7 H -2.1930 -0.7410 -0.0390
8 H -0.3294 -1.9163 -0.9282
9 H 2.2186 -1.2768 1.4878
10 H 1.6372 0.1022 1.3031
11 O 1.5091 -0.7060 1.8040

| no. | DFT total energy (hartree) |
| --- | --- |
| 1 | -287.38144 |
| 2 | -1196.40232 |
| 3 | -2667.79625 |
| 4 | -359.32936 |